(1)
Density functional theory data (the ωB97M-V functional and the def2-TZVPD basis) for the molecule C4H9BS2 at a distorted geometry.

- spin multiplicity = 1
- net charge = 0
- relative energy (zero: lowest compared OMol25 entry of this formula, charge and spin) (eV) = 1.661
- frontier orbital gap (eV) = 8.495

Geometry (Å):
S -0.091 -3.229 -0.635
B 0.070 -0.978 -0.484
C 1.189 -0.118 0.030
C 0.419 1.085 0.597
C -0.957 1.132 -0.117
C -1.386 -0.240 -0.662
S -2.425 -1.158 0.536
H 1.122 -3.291 0.157
H 1.893 -0.537 0.848
H 1.939 0.145 -0.767
H 0.323 0.921 1.664
H 1.117 2.051 0.564
H -1.720 1.627 0.599
H -0.918 1.877 -1.019
H -2.042 -0.268 -1.597
H -3.106 -2.089 -0.308

Mulliken charges in e: number 1, S, carries -0.385; number 2, B, carries 0.183; number 3, C, carries -0.448; number 4, C, carries -0.491; number 5, C, carries -0.681; number 6, C, carries -0.247; number 7, S, carries -0.231; number 8, H, carries 0.093; number 9, H, carries 0.318; number 10, H, carries 0.274; number 11, H, carries 0.271; number 12, H, carries 0.279; number 13, H, carries 0.326; number 14, H, carries 0.242; number 15, H, carries 0.355; number 16, H, carries 0.142

***

(2)
Density functional theory data (the ωB97M-V functional and the def2-TZVPD basis) for the molecule C3H8N2S at a distorted geometry.

- spin multiplicity = 1
- net charge = 0
- relative energy (zero: lowest compared OMol25 entry of this formula, charge and spin) (eV) = 0.844
- frontier orbital gap (eV) = 9.792

Geometry (Å):
H 1.546 -0.088 0.977
N 0.597 -0.226 1.316
C -0.262 -0.074 0.390
C -0.026 -0.115 -1.137
S 1.653 0.196 -1.716
N -1.580 -0.143 0.755
C -1.964 -0.033 2.152
H -0.210 -1.151 -1.463
H -0.782 0.526 -1.622
H 1.729 1.308 -0.987
H -2.197 0.277 0.098
H -1.621 -0.947 2.646
H -1.470 0.819 2.640
H -3.048 0.032 2.234

Mulliken charges in e: number 1, H, carries 0.225; number 2, N, carries -0.694; number 3, C, carries 0.416; number 4, C, carries -0.527; number 5, S, carries -0.214; number 6, N, carries -0.240; number 7, C, carries -0.806; number 8, H, carries 0.281; number 9, H, carries 0.324; number 10, H, carries 0.120; number 11, H, carries 0.248; number 12, H, carries 0.245; number 13, H, carries 0.275; number 14, H, carries 0.346

***

(3)
Density functional theory data (the ωB97M-V functional and the def2-TZVPD basis) for a structure of composition C38H29ClFeIN8O4S at a distorted geometry.

- spin multiplicity = 2
- net charge = -2
- ⟨S²⟩ = 1.14
- relative energy (zero: lowest compared OMol25 entry of this formula, charge and spin) (eV) = 1.080
- frontier orbital gap (alpha / beta) (eV) = 3.927 / 4.925

Geometry (Å):
Fe -0.116 -0.676 -0.630
Cl -4.169 -0.635 -6.227
C -3.528 -0.693 -4.585
C -4.398 -0.742 -3.534
C -3.929 -0.707 -2.213
I -5.303 -0.752 -0.646
C -2.562 -0.620 -1.891
O -2.098 -0.441 -0.749
C -1.654 -0.725 -3.036
N -0.337 -0.835 -2.735
C 0.534 -0.804 -3.696
C 0.161 -0.669 -5.048
C -1.153 -0.625 -5.388
C -2.127 -0.680 -4.372
H -5.461 -0.789 -3.730
H 1.572 -0.911 -3.392
H 0.927 -0.629 -5.813
H -1.457 -0.544 -6.423
N -6.051 0.668 4.038
C -4.760 0.150 3.759
C -4.152 -0.745 4.636
C -2.878 -1.227 4.374
C -2.206 -0.817 3.236
C -2.799 0.076 2.356
C -4.069 0.562 2.623
S -0.531 -1.348 2.990
O 0.289 -0.241 3.409
O -0.396 -2.587 3.726
N -0.275 -1.563 1.410
C -1.084 -2.493 0.807
N -0.702 -2.820 -0.458
C -1.518 -3.605 -1.136
C -2.677 -4.134 -0.608
C -2.942 -3.793 0.715
N -2.178 -3.002 1.429
H -6.620 0.036 4.579
H -6.540 0.958 3.206
H -4.690 -1.071 5.523
H -2.398 -1.936 5.040
H -2.283 0.350 1.445
H -4.544 1.246 1.925
H -1.219 -3.822 -2.162
H -3.334 -4.768 -1.186
H -3.833 -4.168 1.217
N 9.177 2.591 2.821
C 8.129 2.311 2.448
C 6.810 1.959 1.970
C 6.518 2.017 0.609
C 5.263 1.660 0.151
C 4.253 1.248 1.029
C 4.564 1.202 2.393
C 5.822 1.546 2.856
C 2.944 0.818 0.513
C 2.950 -0.371 -0.298
C 4.104 -1.114 -0.674
C 3.652 -2.263 -1.330
C 2.258 -2.182 -1.319
N 1.820 -1.050 -0.718
C 1.811 1.586 0.958
C 1.726 2.391 2.106
C 0.419 2.884 2.189
C -0.259 2.415 1.087
N 0.570 1.629 0.326
H 7.286 2.344 -0.083
H 5.041 1.702 -0.908
H 3.810 0.846 3.084
H 6.057 1.471 3.911
H 5.131 -0.844 -0.470
H 4.253 -3.061 -1.749
H 1.545 -2.893 -1.719
H 2.513 2.538 2.828
H 0.001 3.480 2.988
H -1.277 2.581 0.778
C -0.845 3.351 -1.746
O -0.920 1.955 -1.499
C 0.301 1.317 -1.102
C 1.439 1.749 -2.006
H -0.367 3.894 -0.927
H -1.873 3.706 -1.855
H -0.303 3.571 -2.673
H 1.930 2.669 -1.649
H 1.032 1.935 -3.006
H 2.205 0.980 -2.099

Mulliken charges in e: number 1, Fe, carries 0.404; number 2, Cl, carries -0.340; number 3, C, carries 0.548; number 4, C, carries -0.414; number 5, C, carries -0.417; number 6, I, carries -0.057; number 7, C, carries 0.489; number 8, O, carries 0.305; number 9, C, carries -0.401; number 10, N, carries 0.494; number 11, C, carries -0.201; number 12, C, carries -1.184; number 13, C, carries -1.142; number 14, C, carries 0.319; number 15, H, carries 0.438; number 16, H, carries 0.286; number 17, H, carries 0.446; number 18, H, carries 0.418; number 19, N, carries -0.650; number 20, C, carries 1.107; number 21, C, carries -0.756; number 22, C, carries -0.638; number 23, C, carries -0.435; number 24, C, carries 0.125; number 25, C, carries -1.306; number 26, S, carries 1.482; number 27, O, carries -0.692; number 28, O, carries -0.865; number 29, N, carries -0.450; number 30, C, carries 0.401; number 31, N, carries -0.108; number 32, C, carries -0.135; number 33, C, carries -0.875; number 34, C, carries -0.412; number 35, N, carries -0.355; number 36, H, carries 0.208; number 37, H, carries 0.251; number 38, H, carries 0.278; number 39, H, carries 0.485; number 40, H, carries 0.270; number 41, H, carries 0.472; number 42, H, carries 0.386; number 43, H, carries 0.411; number 44, H, carries 0.364; number 45, N, carries -0.647; number 46, C, carries 0.028; number 47, C, carries 0.538; number 48, C, carries -0.976; number 49, C, carries -0.152; number 50, C, carries -0.017; number 51, C, carries -0.209; number 52, C, carries -1.017; number 53, C, carries 1.770; number 54, C, carries -0.757; number 55, C, carries -0.592; number 56, C, carries -1.556; number 57, C, carries -0.731; number 58, N, carries 1.002; number 59, C, carries -0.564; number 60, C, carries -0.899; number 61, C, carries -1.778; number 62, C, carries -0.574; number 63, N, carries 1.257; number 64, H, carries 0.405; number 65, H, carries 0.438; number 66, H, carries 0.670; number 67, H, carries 0.416; number 68, H, carries 0.507; number 69, H, carries 0.400; number 70, H, carries 0.423; number 71, H, carries 0.565; number 72, H, carries 0.353; number 73, H, carries 0.849; number 74, C, carries -1.037; number 75, O, carries -0.247; number 76, C, carries 1.552; number 77, C, carries -2.284; number 78, H, carries 0.377; number 79, H, carries 0.264; number 80, H, carries 0.258; number 81, H, carries 0.395; number 82, H, carries 0.666; number 83, H, carries 0.348

***

(4)
Density functional theory data (the ωB97M-V functional and the def2-TZVPD basis) for a structure of composition C48H41AsCl3IrN2O4S3Sb.

- spin multiplicity = 1
- net charge = +1
- relative energy (zero: lowest compared OMol25 entry of this formula, charge and spin) (eV) = 0.463
- frontier orbital gap (eV) = 6.792

Geometry (Å):
Ir 0.828 0.043 0.102
S 2.876 -0.703 0.939
C 3.342 -2.096 -0.049
C 4.206 -3.066 0.450
C 4.617 -4.106 -0.370
C 4.191 -4.191 -1.691
C 3.332 -3.229 -2.198
C 2.899 -2.205 -1.364
As 1.833 -0.701 -1.856
C 3.071 0.519 -2.698
C 4.027 1.168 -1.918
C 4.986 1.963 -2.525
C 5.002 2.106 -3.906
C 4.067 1.439 -4.683
C 3.103 0.639 -4.083
C 0.574 -1.146 -3.232
C -0.037 -0.097 -3.918
C -0.927 -0.373 -4.943
C -1.228 -1.691 -5.266
C -0.647 -2.732 -4.559
C 0.259 -2.463 -3.541
H 4.550 -3.006 1.474
H 5.285 -4.860 0.027
H 4.536 -4.998 -2.324
H 3.017 -3.271 -3.233
H 4.035 1.037 -0.842
H 5.726 2.466 -1.917
H 5.751 2.728 -4.377
H 4.089 1.531 -5.761
H 2.388 0.115 -4.703
H 0.198 0.933 -3.669
H -1.386 0.440 -5.491
H -1.926 -1.904 -6.064
H -0.893 -3.758 -4.799
H 0.711 -3.281 -2.999
Cl 2.075 4.036 -3.092
C 1.842 4.314 -1.357
Cl 3.273 5.057 -0.646
Cl 0.404 5.270 -1.054
C 1.663 2.991 -0.742
N 1.511 1.949 -0.301
C -0.512 -1.586 5.257
C -0.671 -0.228 4.634
C -1.876 0.459 4.722
C -2.032 1.706 4.137
C -0.976 2.267 3.433
C 0.242 1.604 3.340
C 0.387 0.367 3.946
S -1.198 3.825 2.631
O -2.210 4.541 3.344
O 0.103 4.371 2.370
N -1.826 3.468 1.161
C -3.160 2.870 1.103
C -3.198 1.833 -0.017
C -2.204 0.720 0.247
O -2.569 -0.346 0.732
O -0.972 1.068 0.011
H -1.187 -1.716 6.101
H 0.509 -1.746 5.602
H -0.738 -2.365 4.525
H -2.699 0.022 5.274
H -2.954 2.260 4.257
H 1.071 2.079 2.832
H 1.342 -0.143 3.899
H -1.151 2.949 0.608
H -3.909 3.639 0.924
H -3.406 2.386 2.052
H -2.942 2.309 -0.966
H -4.198 1.409 -0.087
S 0.125 -1.998 0.870
Sb -1.985 -2.845 0.297
C -1.409 -4.802 -0.275
C -0.124 -4.986 -0.782
C 0.284 -6.242 -1.208
C -0.583 -7.322 -1.118
C -1.860 -7.145 -0.607
C -2.275 -5.889 -0.187
C -3.296 -2.243 -1.230
C -4.569 -2.797 -1.179
C -5.525 -2.415 -2.112
C -5.206 -1.478 -3.081
C -3.930 -0.929 -3.126
C -2.968 -1.312 -2.205
C -3.127 -3.132 2.031
C -2.889 -4.269 2.798
C -3.617 -4.479 3.961
C -4.578 -3.558 4.353
C -4.809 -2.423 3.587
C -4.085 -2.201 2.425
H 0.578 -4.162 -0.803
H 1.288 -6.377 -1.592
H -0.262 -8.304 -1.439
H -2.538 -7.985 -0.531
H -3.282 -5.766 0.196
H -4.834 -3.515 -0.410
H -6.518 -2.842 -2.071
H -5.952 -1.169 -3.801
H -3.687 -0.193 -3.881
H -1.980 -0.867 -2.237
H -2.130 -4.986 2.509
H -3.431 -5.362 4.558
H -5.147 -3.724 5.257
H -5.556 -1.704 3.896
H -4.258 -1.310 1.836

Atom charges from the Mulliken analysis, given in e for atoms 1 to 99: number 1, Ir, carries 2.765; number 2, S, carries -0.464; number 3, C, carries 1.089; number 4, C, carries -0.873; number 5, C, carries -0.703; number 6, C, carries -0.909; number 7, C, carries -0.276; number 8, C, carries -0.109; number 9, As, carries 0.846; number 10, C, carries 1.021; number 11, C, carries -0.621; number 12, C, carries -0.665; number 13, C, carries -0.604; number 14, C, carries -0.755; number 15, C, carries -0.565; number 16, C, carries 0.223; number 17, C, carries -0.510; number 18, C, carries -0.995; number 19, C, carries -0.643; number 20, C, carries -0.832; number 21, C, carries -0.451; number 22, H, carries 0.507; number 23, H, carries 0.420; number 24, H, carries 0.478; number 25, H, carries 0.513; number 26, H, carries 0.350; number 27, H, carries 0.460; number 28, H, carries 0.430; number 29, H, carries 0.451; number 30, H, carries 0.378; number 31, H, carries 0.565; number 32, H, carries 0.507; number 33, H, carries 0.407; number 34, H, carries 0.471; number 35, H, carries 0.117; number 36, Cl, carries -0.055; number 37, C, carries 0.753; number 38, Cl, carries -0.080; number 39, Cl, carries -0.042; number 40, C, carries -0.414; number 41, N, carries -0.137; number 42, C, carries -1.430; number 43, C, carries 0.927; number 44, C, carries -0.626; number 45, C, carries -0.854; number 46, C, carries -0.264; number 47, C, carries -0.486; number 48, C, carries -0.428; number 49, S, carries 1.298; number 50, O, carries -0.727; number 51, O, carries -0.674; number 52, N, carries -0.019; number 53, C, carries -0.117; number 54, C, carries -1.302; number 55, C, carries -0.534; number 56, O, carries 0.034; number 57, O, carries -0.824; number 58, H, carries 0.410; number 59, H, carries 0.428; number 60, H, carries 0.144; number 61, H, carries 0.422; number 62, H, carries 0.678; number 63, H, carries 0.664; number 64, H, carries 0.384; number 65, H, carries -0.058; number 66, H, carries 0.476; number 67, H, carries 0.031; number 68, H, carries 0.259; number 69, H, carries 0.447; number 70, S, carries -0.436; number 71, Sb, carries 2.034; number 72, C, carries 0.359; number 73, C, carries -0.162; number 74, C, carries -0.706; number 75, C, carries -0.636; number 76, C, carries -0.738; number 77, C, carries -0.363; number 78, C, carries 0.971; number 79, C, carries -0.588; number 80, C, carries -0.770; number 81, C, carries -0.862; number 82, C, carries -1.084; number 83, C, carries -0.083; number 84, C, carries 0.798; number 85, C, carries -0.763; number 86, C, carries -0.784; number 87, C, carries -0.564; number 88, C, carries -0.733; number 89, C, carries -0.585; number 90, H, carries 0.097; number 91, H, carries 0.533; number 92, H, carries 0.406; number 93, H, carries 0.419; number 94, H, carries 0.373; number 95, H, carries 0.372; number 96, H, carries 0.437; number 97, H, carries 0.430; number 98, H, carries 0.567; number 99, H, carries 0.468

***

(5)
Density functional theory data (the ωB97M-V functional and the def2-TZVPD basis) for the molecule C9H11NO at a distorted geometry.

- spin multiplicity = 1
- net charge = 0
- relative energy (zero: lowest compared OMol25 entry of this formula, charge and spin) (eV) = 3.442
- frontier orbital gap (eV) = 9.773

Geometry (Å):
C -2.242 0.395 0.133
N -1.299 0.730 -0.868
C -2.030 1.269 -2.046
C -0.126 0.041 -1.184
O 0.115 -0.320 -2.303
C 0.779 -0.271 -0.065
C 0.695 0.332 1.151
C 1.603 0.078 2.221
C 2.615 -0.841 1.971
C 2.640 -1.499 0.777
C 1.727 -1.278 -0.226
H -2.535 1.334 0.707
H -3.229 -0.257 -0.205
H -1.902 -0.382 0.867
H -2.776 1.839 -1.683
H -2.526 0.338 -2.853
H -1.285 1.750 -2.854
H -0.041 1.055 1.576
H 1.537 0.645 3.040
H 3.152 -1.135 2.625
H 3.299 -2.110 0.455
H 1.828 -1.713 -1.236

Mulliken charges in e: number 1, C, carries -1.070; number 2, N, carries 0.153; number 3, C, carries -0.909; number 4, C, carries 0.281; number 5, O, carries -0.600; number 6, C, carries 0.315; number 7, C, carries 0.114; number 8, C, carries -0.805; number 9, C, carries -0.765; number 10, C, carries -0.708; number 11, C, carries -0.327; number 12, H, carries 0.336; number 13, H, carries 0.269; number 14, H, carries 0.420; number 15, H, carries 0.446; number 16, H, carries 0.221; number 17, H, carries 0.230; number 18, H, carries 0.253; number 19, H, carries 0.541; number 20, H, carries 0.683; number 21, H, carries 0.559; number 22, H, carries 0.364

***

(6)
Density functional theory data (the ωB97M-V functional and the def2-TZVPD basis) for a structure of composition C5H9N3 at a distorted geometry.

- spin multiplicity = 1
- net charge = 0
- relative energy (zero: lowest compared OMol25 entry of this formula, charge and spin) (eV) = 12.289
- frontier orbital gap (eV) = 8.345

Geometry (Å):
C 1.590 1.093 -0.183
C -0.471 0.016 0.172
C -1.878 -0.254 0.049
C 0.064 -0.557 -1.033
C 0.355 -0.808 1.253
H 1.863 1.307 1.314
H 1.838 2.250 -0.884
H 2.235 -0.356 -0.603
H -0.264 2.008 -0.693
H -1.908 -1.495 0.041
H -2.653 -0.175 1.021
H -2.449 -0.035 -0.891
H -0.834 -0.464 -1.862
H 0.205 -0.763 2.426
N 0.109 1.349 0.227
N 0.908 -1.593 -0.949
N 1.292 -1.521 0.593

Mulliken charges in e: number 1, C, carries -0.595; number 2, C, carries 1.020; number 3, C, carries -1.340; number 4, C, carries -0.031; number 5, C, carries -0.281; number 6, H, carries 0.174; number 7, H, carries 0.232; number 8, H, carries 0.412; number 9, H, carries 0.335; number 10, H, carries 0.336; number 11, H, carries 0.280; number 12, H, carries 0.318; number 13, H, carries 0.251; number 14, H, carries 0.323; number 15, N, carries -0.529; number 16, N, carries -0.493; number 17, N, carries -0.411